# 1
Entry from OMol25: a molecular structure, C10H20 in a non-equilibrium geometry (the ωB97M-V functional and the def2-TZVPD basis).

```
! wB97M-V def2-TZVPD RIJCOSX def2/J DEFGRID3
* xyz 0 1
C 3.80625 2.22342 -0.03992
C 2.49706 2.65632 -0.76898
C -1.43725 -3.24660 -0.58778
C 1.90390 2.26566 1.61503
C -2.31961 -2.86627 0.68552
C -3.09992 -1.63311 -1.25580
C 1.51767 3.03567 0.30274
C -2.52561 -2.82639 -1.70771
C 3.25692 1.59790 1.27094
C -3.25187 -1.55116 0.31545
H 1.08449 1.65334 1.80967
H 4.09763 3.35559 0.28205
H -4.34168 -1.72387 0.88520
H 3.98254 1.87824 2.04176
H -2.89388 -3.54602 1.21904
H 0.53108 2.56377 -0.00842
H -1.93217 -2.35857 -2.63394
H 3.15947 0.49326 1.21347
H 1.36433 4.13105 0.50208
H -2.27033 -0.89619 -1.25812
H -2.86609 -0.61103 0.76935
H -3.89344 -1.19778 -1.87559
H 4.48732 1.72622 -0.74588
H -1.30387 -4.25152 -0.66494
H -1.72854 -2.69313 1.66273
H 2.50708 3.43756 -1.58173
H -3.30373 -3.78048 -2.30277
H -0.66323 -2.64544 -0.74042
H 1.87039 3.06148 2.57828
H 1.76507 1.74804 -0.98132
*
```

For the total energy, the calculation gives -10689.1514 eV. The molar mass comes out at 140.3 g mol⁻¹.

# 2
Entry from OMol25: a molecular structure, C10H20AlF9O3PS2 in a non-equilibrium geometry (the ωB97M-V functional and the def2-TZVPD basis).

```
! wB97M-V def2-TZVPD RIJCOSX def2/J DEFGRID3
* xyz -1 1
S -5.09557 -1.70088 -0.43440
S 1.51317 -6.17296 -0.68214
P 0.65022 -4.54583 -0.02624
Al 2.09150 -2.68824 -0.51680
F -4.98355 -2.83831 0.63346
F -4.47650 0.61558 0.54053
F -3.92891 -2.35826 -1.23615
F -6.33599 -1.06277 0.31092
F -5.22466 -0.59861 -1.55438
F -1.90500 -1.71129 0.37380
F -2.32905 -0.20948 -1.14530
F -6.10419 -2.58554 -1.22654
F -3.98172 -0.96617 1.79732
O 1.87307 3.39712 -0.37975
O 0.35862 -4.77140 1.58845
O -0.82897 -4.37320 -0.77167
C 4.01919 4.24635 -0.90441
C -0.35317 0.85323 0.43440
C 0.72814 -0.23831 0.63699
C -3.94476 -0.56612 0.54427
C -2.46884 -0.55121 0.12279
C 2.58795 3.56253 0.84575
C 2.75497 3.62616 -1.48184
C -1.73846 0.49538 0.97814
C 1.07440 -0.94327 -0.68577
C 4.06438 3.61855 0.48314
H 2.26239 4.27100 -2.21117
H 0.38046 -0.95785 1.37666
H 2.96591 2.66244 -1.95622
H 1.61970 0.24011 1.03306
H 0.25491 -3.90864 2.02045
H 3.90239 5.33026 -0.82017
H 3.27317 -2.65660 0.57557
H 0.19745 -1.12351 -1.30496
H -0.04924 1.71044 1.03738
H 4.47356 2.60781 0.42093
H 2.69486 -3.02948 -1.97210
H 4.90367 4.04566 -1.50764
H 1.71083 -0.27352 -1.26765
H -1.67708 0.15052 2.00163
H -2.29527 1.42843 1.01358
H -1.50357 -4.66885 -0.13717
H 4.65677 4.18216 1.20332
H 2.34963 2.73717 1.51849
H 2.25698 4.49862 1.31135
H -0.39378 1.22077 -0.57990
*
```

For the total energy, the calculation gives -78852.1820 eV. The molar mass comes out at 481.3 g mol⁻¹.

# 3
Entry from OMol25: a molecular structure, C10H20B3BrN2O8 in a non-equilibrium geometry (the ωB97M-V functional and the def2-TZVPD basis).

```
! wB97M-V def2-TZVPD RIJCOSX def2/J DEFGRID3
* xyz 0 1
Br 3.32195 3.22580 -1.52236
O 2.94614 -2.36850 -3.21497
O 0.68726 2.52479 -2.43134
O 1.99508 -0.63705 -2.22698
O -0.73247 1.25346 -1.05881
O -1.12385 3.69188 -1.22234
O 1.64523 0.87612 -0.90970
O -3.41233 0.53677 3.67182
O -2.75006 1.24172 1.69288
N 0.98909 1.93300 1.99260
N -3.29283 3.97796 -2.33151
C 0.18680 0.84047 1.32659
C 4.34360 -0.47616 -2.49609
C 4.02574 -2.96107 -3.94381
C -4.43102 0.07571 4.56557
C -3.58382 0.67015 2.34626
C 2.99958 -1.14302 -2.65710
C -4.43345 -1.43558 4.66580
C -2.22092 3.71039 -1.97228
C -4.77208 0.01486 1.68950
C 4.97634 -3.69644 -3.02159
B 1.74146 2.06182 -1.61396
B -0.42641 2.49880 -1.57077
B 0.40952 0.96786 -0.23935
H 4.43630 -4.44269 -2.43742
H -0.88699 1.05452 1.52337
H -3.44927 -1.79712 4.96654
H 5.75734 -4.19718 -3.59563
H -4.18859 0.50125 5.53918
H 5.04011 -0.69719 -3.30224
H 1.37154 2.52603 1.25469
H -5.66444 0.00314 2.31184
H 4.53518 -2.21992 -4.56179
H -5.40710 0.47631 4.28782
H -4.50674 -1.00154 1.39997
H 0.31013 2.52524 2.46972
H -4.66483 -1.90055 3.70667
H 5.45122 -3.01804 -2.31172
H 3.56707 -3.67257 -4.63043
H -5.16967 -1.77005 5.39795
H 4.19854 0.60174 -2.50327
H -5.02587 0.58328 0.79640
H 0.43133 -0.17016 1.70981
H 4.77617 -0.76825 -1.53954
*
```

For the total energy, the calculation gives -102131.9068 eV. The molar mass comes out at 408.6 g mol⁻¹.

# 4
Entry from OMol25: 3 unconnected molecules or ions with the total composition C10H20BBrF3NO4S in a non-equilibrium geometry (the ωB97M-V functional and the def2-TZVPD basis).

```
! wB97M-V def2-TZVPD RIJCOSX def2/J DEFGRID3
* xyz 0 1
Br 3.19427 -2.37216 2.62182
S -1.52235 -5.04083 2.69406
F 3.58127 -5.25454 1.55561
F 2.53896 -5.77263 3.35411
F 1.59917 -6.02588 1.41566
O -1.73664 -1.95050 0.12664
O 2.19496 4.31693 -1.33686
O -2.74916 0.16404 -1.64629
O 0.67451 2.52086 0.42901
N 0.49688 -3.28690 2.02364
C -3.38093 -0.85355 -2.40411
C -0.50686 3.06506 -0.13728
C 1.98692 5.33951 -0.37846
C 2.37397 -5.23638 2.14857
C -1.89508 -0.59055 0.50058
C -0.37080 -4.03159 2.47570
C -0.69785 -2.15215 -0.81495
C 2.70325 3.11711 -0.77706
C -3.02188 0.08233 -0.25573
C 1.61475 2.09064 -0.54314
B 1.85097 -3.70676 2.23802
H -3.97208 -0.43081 -0.07971
H 1.51997 4.95779 0.53165
H 3.24189 3.32362 0.15279
H 2.93759 5.82016 -0.12383
H 3.41988 2.70621 -1.49475
H -0.84279 -3.13339 -1.26617
H -3.12251 1.10808 0.11145
H -4.43666 -0.60816 -2.56152
H -1.16138 2.25557 -0.47570
H 1.11022 1.84476 -1.48274
H -0.95779 -0.04190 0.36290
H 1.32641 6.08210 -0.82364
H -0.70477 -1.40165 -1.60802
H -2.13516 -0.57675 1.56818
H -1.01795 3.63571 0.63740
H -0.29341 3.72926 -0.97666
H -3.30534 -1.82910 -1.91989
H 2.07635 1.17515 -0.15935
H -2.88431 -0.90362 -3.37193
H 0.27352 -2.13508 -0.30999
*
```

For the total energy, the calculation gives -110079.9728 eV. As for the SMILES: FC(F)(F)B(Br)N=C=S.COCCOC.COCCOC. The molar mass comes out at 398.1 g mol⁻¹.

# 5
Entry from OMol25: 3 unconnected molecules or ions with the total composition C10H20BClF3N2O2S in a non-equilibrium geometry (the ωB97M-V functional and the def2-TZVPD basis).

```
! wB97M-V def2-TZVPD RIJCOSX def2/J DEFGRID3
* xyz -1 1
Cl 4.48142 -2.93098 2.51922
S 4.29193 0.17524 2.83372
F 0.27080 1.21063 3.18861
F 2.25175 1.26968 0.40699
F 0.60650 2.67704 0.76450
O -1.79171 -1.56538 1.11774
O 1.22095 -0.50893 -2.99807
N -4.04997 -1.29578 1.12244
N 1.37204 1.61798 -3.79729
C 1.16644 2.21831 -2.48612
C 1.37931 0.27060 -3.91143
C 0.79927 0.74474 2.05076
C 1.56219 2.48222 -4.94113
C -2.85945 -1.59493 1.69112
C 0.85248 -0.74108 1.84829
C -4.07412 -0.90936 -0.27711
C -5.29234 -1.34851 1.86316
C 1.21217 1.55334 1.11447
C 1.93898 -1.48635 2.67083
B 3.44792 -1.39692 2.05291
H -3.45843 -0.02061 -0.42258
H -3.66292 -1.71491 -0.88718
H -2.94534 -1.87526 2.75625
H -5.76281 -0.36214 1.86317
H 1.70251 1.89180 -5.84530
H -5.09581 -0.70085 -0.58811
H 1.96306 -1.11326 3.70118
H 0.20317 1.89745 -2.08672
H 1.66778 -2.55146 2.65332
H 5.55004 -0.20022 3.13811
H 2.44421 3.10866 -4.78605
H -5.10844 -1.65230 2.89196
H -5.96886 -2.06857 1.39575
H 0.99432 -0.92522 0.78288
H 1.94814 1.89037 -1.80378
H 0.68549 3.12312 -5.06801
H 1.54410 -0.07131 -4.95102
H 1.18509 3.30314 -2.56745
H 3.47630 -1.29133 0.85624
H -0.14818 -1.10868 2.13372
*
```

For the total energy, the calculation gives -49957.3333 eV. The molar mass comes out at 335.6 g mol⁻¹.

# 6
Entry from OMol25: a molecular structure, C10H20BI2NO7S in a non-equilibrium geometry (the ωB97M-V functional and the def2-TZVPD basis).

```
! wB97M-V def2-TZVPD RIJCOSX def2/J DEFGRID3
* xyz 0 1
I 4.65992 1.07251 -4.11193
I 3.10840 -2.29484 -4.08739
S -2.64859 0.37854 1.82917
O -2.00183 1.48097 -3.05397
O -3.93254 -0.21018 1.60991
O -2.41150 -0.19524 -1.59073
O -2.44537 0.64945 3.37967
O 3.42984 -2.53156 -0.25063
O -2.26976 1.55563 1.10526
O 3.25823 -1.41374 1.57283
N 3.09454 -2.47178 1.13544
C 3.83052 1.07509 -1.21192
C 0.21275 -1.24660 -1.91660
C -4.58567 1.62951 4.12563
C -1.41307 -0.85735 1.64551
C -3.09096 1.80986 3.95305
C 1.19925 -1.38854 -0.74172
C 3.36837 0.37640 -2.49957
C 3.52694 -1.12481 -2.32623
C -0.12376 0.21262 -2.28749
C -1.58880 0.55400 -2.36395
B 2.70340 -1.68950 -1.10581
H -5.09197 1.54670 3.16576
H -5.00144 2.48538 4.65703
H 1.13086 -0.52515 -0.08468
H 2.96206 1.37345 -0.63565
H 0.52820 -1.79351 -2.79196
H -3.15493 0.37133 -1.35988
H 0.86985 -2.22525 -0.12950
H 4.45645 0.41696 -0.62199
H 0.27257 0.43566 -3.26842
H -2.85946 2.68742 3.34778
H -2.61322 1.94307 4.92089
H 4.57396 -1.31860 -2.13327
H 4.42737 1.94555 -1.43012
H -1.48414 -1.21283 0.61974
H -0.43933 -0.41432 1.83361
H -4.79903 0.72300 4.69109
H 2.36589 0.66080 -2.76909
H -1.62022 -1.66439 2.34272
H -0.71277 -1.70554 -1.59391
H 0.30902 0.89981 -1.56869
*
```

For the total energy, the calculation gives -54228.2488 eV. The molar mass comes out at 563.0 g mol⁻¹.

Number 1: HOMO-LUMO gap 0.39357 Eh. Number 2: HOMO-LUMO gap 0.24637 Eh. Number 3: HOMO-LUMO gap 0.35075 Eh. Number 4: HOMO-LUMO gap 0.31482 Eh. Number 5: HOMO-LUMO gap 0.22538 Eh. Number 6: HOMO-LUMO gap 0.30993 Eh.